# 1
58
Properties=species:S:1:pos:R:3:forces:R:3:mulliken_charge:R:1 method="wB97M-V/def2-TZVPD" total_charge=0 largest_force_ev_per_a=4.05 e_above_lowest_kcal_mol=0.0 multiplicity=4 homo_ev="-7.18 / -7.25"
Cr -0.20758 -0.71675 0.38139 1.72 0.95 -0.37 -0.66
C 2.86980 -3.39808 -1.58423 0.82 -0.06 0.47 -0.46
O 3.35771 -3.52436 -0.20914 0.06 -1.57 -0.84 -0.52
C 3.68962 -2.41265 0.46011 0.22 1.88 0.47 0.14
C 4.97857 -2.17109 0.99848 -0.72 -0.34 -1.23 -0.58
C 5.37314 -0.89186 1.45070 -1.01 -1.04 0.65 -0.79
C 4.37252 0.04059 1.62269 -0.08 0.05 -0.86 -0.66
C 3.06195 -0.15379 1.10828 -0.40 -1.18 0.25 0.88
C 2.19589 0.98579 1.16293 -1.99 0.71 0.72 -0.61
N 0.88224 1.00100 1.05125 2.44 -2.80 -1.35 1.08
N 0.19147 2.14777 1.10893 -0.98 1.09 0.14 -1.17
C -1.08384 1.89275 0.92449 0.66 0.06 0.05 0.62
O -1.56031 0.71062 0.70590 -0.07 -0.73 -0.45 -0.67
C -2.03205 3.01635 0.89000 -0.26 0.53 0.69 0.38
C -1.63141 4.30796 1.26168 -0.89 0.02 -0.70 -0.32
C -2.52149 5.38846 1.06704 1.04 -1.25 0.05 -0.57
C -3.80182 5.16209 0.58141 0.41 -0.56 0.49 -0.50
C -4.23738 3.84299 0.39459 0.05 0.19 -0.12 -0.54
C -3.36515 2.77344 0.55353 -0.38 -0.39 0.17 -0.37
C 2.64263 -1.44050 0.60033 0.68 0.43 0.61 0.65
O 1.41799 -1.82195 0.28836 0.10 1.13 -0.09 -0.32
H 3.25177 -4.27418 -2.12521 -0.26 0.05 0.36 0.31
H 3.33209 -2.53343 -2.07265 -0.26 0.12 0.26 0.20
H 1.77929 -3.34835 -1.62921 0.22 0.05 0.17 0.11
H 5.68807 -3.00566 1.00930 -0.18 0.35 -0.33 0.41
H 6.40282 -0.73748 1.74555 -0.16 0.09 0.28 0.41
H 4.54841 0.95186 2.17689 0.22 0.30 -0.33 0.41
H 2.66683 1.93827 1.40436 -0.07 0.07 -0.01 0.35
H -0.63863 4.41287 1.67595 0.04 0.28 -0.18 0.46
H -2.13939 6.37174 1.26663 -0.19 0.39 0.13 0.39
H -4.44013 6.01755 0.47606 -0.44 0.08 -0.26 0.39
H -5.25819 3.62938 0.10547 -0.06 0.14 0.05 0.38
H -3.73981 1.72598 0.52063 0.47 0.96 -0.37 0.28
O 2.08629 2.08711 -2.77157 0.33 -0.29 0.51 -0.51
C 1.80625 0.86108 -2.24782 2.43 -0.78 1.23 0.19
O 2.67336 0.11416 -1.76804 -2.72 2.04 -1.46 -0.47
C 0.35131 0.53206 -2.48365 0.12 0.86 0.66 0.74
C -0.24549 1.15788 -3.57460 -0.54 -0.95 -0.86 -0.88
C -1.30386 0.46933 -4.18526 -0.53 -0.56 0.08 -0.55
C -1.86737 -0.64233 -3.50732 0.14 0.82 -0.21 -0.46
C -1.38579 -0.97862 -2.26194 1.46 1.33 0.68 0.36
N -0.27747 -0.35193 -1.71602 -0.79 -1.21 -1.15 0.68
C -1.91585 -2.09522 -1.41440 -0.65 -1.08 0.09 0.27
O -2.74689 -2.87116 -1.86559 0.36 0.66 0.08 -0.71
O -1.35590 -2.18641 -0.25569 0.00 0.48 0.45 -0.12
H 3.02198 2.32821 -2.61280 -0.48 -0.50 0.00 0.38
H 0.18122 2.09369 -3.91804 0.01 -0.47 -0.44 0.54
H -1.68311 0.68117 -5.21185 0.28 0.34 1.13 0.38
H -2.75199 -1.17312 -3.85074 0.38 -0.04 -0.22 0.51
C -3.01414 -3.44004 2.21460 -0.22 -0.12 -1.01 -0.96
C -2.11760 -2.79222 3.29077 -0.56 -0.78 0.41 -0.46
C -1.21150 -1.78013 2.76969 2.80 0.88 -0.77 0.73
N -0.30155 -1.15638 2.35991 -3.21 -1.89 1.59 -0.21
H -3.75698 -4.15170 2.64206 0.82 0.46 0.03 0.38
H -2.37750 -3.97183 1.45883 -0.76 0.58 0.62 0.22
H -3.62051 -2.66497 1.69600 0.58 -0.49 0.18 0.25
H -1.48994 -3.57383 3.75734 -0.09 0.43 -0.18 0.27
H -2.74263 -2.38213 4.08366 0.11 0.25 0.01 0.33



# 2
54
Properties=species:S:1:pos:R:3:forces:R:3:mulliken_charge:R:1 method="wB97M-V/def2-TZVPD" total_charge=+2 largest_force_ev_per_a=3.89 e_above_lowest_kcal_mol=47.7 homo_ev=-13.70
In -4.94174 -8.85200 12.01350 -0.38 -0.56 0.12 0.97
O -8.00055 -12.43829 13.93822 -0.46 -0.54 0.25 -0.16
C -7.60755 -11.71086 12.90625 0.44 1.57 -1.02 0.71
O -8.26104 -11.55992 11.89337 -1.44 -0.69 -1.17 -0.45
O -6.54300 -11.05893 13.04937 1.48 0.71 0.48 -0.70
H -7.33313 -12.09292 14.53561 0.34 -0.41 1.27 0.12
F -6.12760 -16.83752 16.29938 -0.61 0.89 0.76 -0.25
C -6.87270 -15.93667 16.97560 -0.45 0.08 -1.63 -0.03
C -7.26598 -14.75618 16.31297 0.71 0.78 0.42 -0.47
C -7.98307 -13.74847 16.97900 0.94 -2.33 0.11 0.67
C -8.31596 -14.04198 18.31732 -0.79 -0.04 0.40 0.19
C -8.08850 -15.32223 18.92441 0.36 1.54 -0.89 -0.86
C -7.36816 -16.24110 18.22681 0.47 -1.26 0.56 -0.24
H -6.82311 -14.50471 15.36059 -0.14 -0.40 -0.30 0.50
H -8.17899 -12.88397 16.36204 -0.38 0.37 0.84 -0.21
H -8.81940 -13.33103 18.95567 0.04 0.30 -0.21 0.21
H -8.37245 -15.50781 19.94975 -0.22 0.03 -0.08 0.43
H -7.14543 -17.21118 18.64604 0.09 -0.08 0.06 0.47
F -10.25097 -13.52994 10.73684 -0.64 -1.49 1.31 -0.29
C -10.76283 -14.49478 11.57091 1.55 0.90 -0.45 0.49
C -9.93065 -15.08272 12.54850 -0.64 -0.29 1.34 -0.36
C -10.52173 -15.94754 13.48913 0.60 -0.40 -1.08 -0.30
C -11.85813 -16.37370 13.38534 0.26 1.04 0.02 -0.62
C -12.64995 -15.78890 12.40031 0.68 2.44 -2.06 -0.25
C -12.07757 -14.81881 11.48485 -1.67 -1.24 0.99 -0.42
H -8.90840 -14.77179 12.70577 0.06 -0.01 -0.32 0.42
H -9.85853 -16.40037 14.21127 -0.10 0.09 0.26 0.47
H -12.37317 -16.99305 14.10475 0.45 -0.30 0.12 0.41
H -13.72070 -15.92232 12.35478 0.01 -0.35 -0.04 0.42
H -12.62350 -14.24720 10.74890 -0.53 -0.33 -0.01 0.47
F -11.41480 -11.86210 16.96791 -0.30 -0.21 -0.60 -0.29
C -10.34859 -11.15354 17.31565 0.62 0.44 2.01 0.83
C -10.04198 -11.09925 18.69291 1.54 1.68 -0.96 -0.73
C -8.90775 -10.28271 19.06815 -1.81 -2.24 -0.31 -0.39
C -8.12108 -9.64923 18.11104 -0.22 0.21 0.89 -0.59
C -8.45262 -9.74112 16.77284 -0.60 -0.37 0.17 -0.50
C -9.57826 -10.47173 16.40093 0.76 0.34 -1.30 -0.33
H -10.70498 -11.60894 19.37632 0.19 0.04 0.27 0.52
H -8.63725 -10.32338 20.11293 0.07 0.47 0.06 0.41
H -7.31826 -9.02120 18.46804 0.24 -0.09 -0.17 0.43
H -7.85856 -9.24424 16.02011 -0.05 0.05 -0.06 0.45
H -9.76088 -10.48927 15.33662 -0.50 -0.27 -0.03 0.38
F -10.96706 -10.37858 12.00944 -0.11 0.51 -0.49 -0.21
C -12.12078 -10.58564 12.62822 0.22 1.23 -2.07 0.47
C -13.28169 -9.91287 12.22781 -1.49 -0.03 0.39 -0.61
C -14.45115 -10.09319 12.98711 1.50 -0.74 0.21 -0.50
C -14.41605 -11.04808 14.06441 0.18 1.13 -0.69 -0.46
C -13.22770 -11.71263 14.37365 1.14 0.25 -0.43 -0.67
C -12.06457 -11.45956 13.62330 -0.86 -1.91 3.28 0.06
H -13.25206 -9.31089 11.33163 -0.04 0.29 0.13 0.48
H -15.32187 -9.48431 12.79346 -0.13 -0.24 -0.12 0.43
H -15.25290 -11.20624 14.72853 -0.27 0.09 -0.24 0.44
H -13.17585 -12.32986 15.25838 -0.04 -0.19 -0.12 0.48
H -11.08317 -11.82986 13.88047 -0.08 -0.44 0.11 0.57



# 3
59
Properties=species:S:1:pos:R:3:forces:R:3:mulliken_charge:R:1 method="wB97M-V/def2-TZVPD" total_charge=0 largest_force_ev_per_a=0.28 e_above_lowest_kcal_mol=0.0 homo_ev=-7.71
Zn 0.20373 1.17812 -0.13175 0.13 0.23 -0.10 -0.14
C 4.17014 1.82686 4.13067 0.01 0.02 -0.01 -1.08
C 3.68654 0.50081 3.55965 0.03 -0.01 0.00 -0.57
N 2.24108 0.40309 3.48883 -0.01 0.03 0.01 -0.17
C 1.45880 0.94718 2.53294 0.08 -0.09 -0.01 0.47
S 2.19433 1.60511 1.10415 -0.06 0.00 -0.02 -0.44
N 0.16158 0.93488 2.81337 -0.08 0.03 -0.01 -1.29
N -0.57783 1.39220 1.77416 -0.06 -0.02 0.17 1.17
C -1.70829 1.95240 1.98706 0.04 -0.01 -0.06 0.85
C -2.28743 2.12924 3.35123 0.00 0.00 0.03 -1.64
C -2.36761 2.47778 0.76797 0.00 -0.03 -0.01 0.15
C -3.68534 2.91589 0.74881 -0.01 -0.01 0.03 -0.80
C -4.20539 3.42583 -0.42977 0.01 0.00 -0.03 -0.41
C -3.40186 3.48235 -1.55551 -0.01 0.00 0.00 -0.78
C -2.10604 3.00305 -1.45744 0.04 0.00 0.01 -0.17
N -1.59969 2.52349 -0.32943 -0.07 0.08 -0.01 -0.08
H 5.26026 1.85713 4.16178 0.00 -0.01 0.00 0.40
H 3.82309 2.65209 3.50882 0.00 0.00 0.00 0.27
H 3.79631 1.97585 5.14499 -0.01 0.00 0.00 0.31
H 4.08570 0.35477 2.55698 0.00 0.01 0.00 0.18
H 4.03623 -0.33207 4.17157 -0.01 0.00 0.01 0.47
H 1.73851 0.13561 4.32129 0.01 -0.02 0.00 0.28
H -1.47719 2.30582 4.05625 -0.01 0.00 0.01 0.40
H -2.99253 2.95680 3.38969 0.01 0.00 0.00 0.48
H -2.79839 1.21928 3.67644 -0.01 0.01 -0.01 0.27
H -4.29658 2.84768 1.63722 0.00 0.01 0.00 0.35
H -5.23080 3.76936 -0.46775 0.00 0.00 0.00 0.44
H -3.76566 3.87224 -2.49508 -0.01 0.00 0.00 0.41
H -1.44573 2.99068 -2.31706 0.00 0.00 0.01 0.52
N -1.49707 -1.28945 0.65283 0.01 -0.03 0.00 -0.18
C -1.10947 -2.25141 -0.26802 0.00 0.00 -0.02 -0.24
C -1.99514 -2.98902 -1.01321 -0.01 0.03 0.00 -0.65
C -1.53892 -3.89199 -1.99500 0.01 0.00 0.00 -0.72
C -0.20594 -4.06939 -2.22860 -0.01 0.00 -0.03 -0.83
C 0.73527 -3.32465 -1.47776 0.00 0.04 0.02 1.05
C 2.13261 -3.42488 -1.67046 0.01 0.04 -0.01 -0.77
C 2.97369 -2.65086 -0.92599 -0.02 -0.02 -0.03 -0.84
C 2.42084 -1.75179 0.00971 0.01 0.02 0.00 0.11
N 1.13556 -1.62473 0.21539 -0.02 -0.04 0.09 -0.07
C 0.28997 -2.40964 -0.50199 0.03 -0.06 -0.08 0.37
H -0.84848 -1.16649 1.41893 0.01 0.05 -0.01 0.24
H -2.46148 -1.33599 0.93975 0.00 -0.01 0.01 0.23
H -3.06016 -2.86539 -0.85589 0.00 0.01 0.00 0.33
H -2.26775 -4.44865 -2.56973 0.00 0.00 0.00 0.39
H 0.14470 -4.75953 -2.98562 0.00 -0.01 0.01 0.41
H 2.51576 -4.10699 -2.42061 0.00 -0.01 0.01 0.41
H 4.04598 -2.69543 -1.05758 0.00 0.00 0.00 0.40
H 3.06567 -1.09170 0.57951 0.00 0.01 0.00 0.22
F -2.15845 0.18285 -2.04023 0.00 -0.05 -0.02 -0.51
C -0.94420 -0.04619 -2.59692 0.02 0.03 -0.01 1.95
C 0.19823 0.44935 -1.99903 -0.05 -0.18 0.02 -1.61
C 1.37634 0.14903 -2.65457 -0.03 0.02 0.00 1.23
F 2.55348 0.57714 -2.15122 0.01 -0.01 0.00 -0.44
C 1.43909 -0.60393 -3.81370 0.01 -0.03 -0.01 -0.06
F 2.60976 -0.88948 -4.39822 -0.02 0.01 0.00 -0.37
C 0.26473 -1.08478 -4.36665 0.03 -0.03 0.00 0.90
F 0.29946 -1.82350 -5.47879 0.00 0.01 0.01 -0.38
C -0.94312 -0.80137 -3.75740 -0.01 0.01 0.02 -0.03
F -2.08090 -1.26466 -4.28903 0.01 -0.01 0.01 -0.39



# 4
54
Properties=species:S:1:pos:R:3:forces:R:3:mulliken_charge:R:1 method="wB97M-V/def2-TZVPD" total_charge=+2 largest_force_ev_per_a=3.28 e_above_lowest_kcal_mol=1.4 homo_ev="-13.84 / -13.84"
Ti 14.16179 12.68417 8.40417 -0.68 0.14 1.42 0.59
Se 13.91873 13.00152 6.12958 -0.11 -0.62 -1.20 -0.15
P 10.15578 13.33906 8.88686 -0.04 0.24 0.26 -0.34
Se 12.20793 12.56404 9.65289 0.94 -0.40 -0.29 0.18
C 9.90036 12.50698 7.31331 -0.06 -1.41 0.98 1.09
C 9.68838 11.14464 7.01954 0.63 0.05 1.04 -0.28
C 9.51975 10.75404 5.72023 -0.62 0.06 -0.21 -0.83
C 9.37420 11.72482 4.74256 0.34 -0.39 -0.96 -0.47
C 9.52601 13.05575 5.01726 -0.31 0.07 -1.06 -0.77
C 9.81345 13.41356 6.30991 -0.30 3.25 -0.39 -0.37
C 9.20776 12.57996 10.20990 -1.06 -0.40 0.39 0.77
C 8.37921 13.51148 10.82874 -0.13 -0.21 1.48 -0.50
C 7.60846 13.16616 11.97101 1.16 -0.99 -0.78 -0.72
C 7.66280 11.86963 12.46367 0.40 -0.76 -0.73 -0.41
C 8.41109 10.87862 11.77560 0.08 0.35 0.25 -0.66
C 9.16182 11.24284 10.67560 0.31 0.42 -0.39 -0.03
H 9.67400 10.42772 7.83407 0.08 -0.05 -0.12 0.27
H 9.36418 9.73883 5.40615 0.03 -0.41 0.32 0.49
H 9.16523 11.40261 3.73122 -0.06 0.05 -0.05 0.40
H 9.36674 13.77237 4.20928 0.14 -0.02 0.45 0.44
H 9.81023 14.51512 6.55888 0.30 -1.22 -0.26 0.42
H 8.44809 14.55458 10.57179 -0.18 0.22 -0.29 0.33
H 7.08932 13.91205 12.51143 -0.56 0.67 0.28 0.42
H 7.16301 11.53980 13.36614 -0.17 0.39 -0.01 0.40
H 8.47199 9.84195 12.14871 -0.20 0.71 -0.23 0.36
H 9.78091 10.52105 10.16814 0.08 -0.32 0.04 0.25
N 15.79345 12.19651 9.87754 0.00 1.60 0.88 -0.51
C 16.63742 11.19173 9.23168 -0.51 -0.42 0.10 0.42
C 17.91815 10.92840 9.59634 1.26 -0.79 -0.03 -0.65
C 18.68020 9.87611 8.95116 -1.87 0.72 -0.32 -0.80
C 18.02650 9.16100 7.98336 0.60 -1.33 0.38 -0.74
C 16.67116 9.33557 7.65256 -0.64 -0.57 0.06 0.72
C 15.89257 8.42017 6.87625 0.20 0.70 -0.11 -0.59
C 14.56205 8.69622 6.73059 -0.50 -1.22 -1.21 -0.85
C 13.98398 9.83798 7.23515 -0.52 -0.19 -0.15 -0.11
N 14.67132 10.67045 7.96380 0.17 1.02 0.76 0.45
C 15.97189 10.37592 8.26590 0.40 0.95 0.19 0.18
H 15.29104 11.87117 10.74839 0.82 0.06 -1.11 0.32
H 16.35125 13.05453 10.18594 -0.81 -1.53 -0.59 0.40
H 18.37367 11.43988 10.43746 -0.06 0.19 -0.11 0.45
H 19.67049 9.57617 9.24450 0.16 0.30 0.20 0.44
H 18.45777 8.23854 7.60154 0.36 0.34 -0.17 0.37
H 16.30252 7.56345 6.34426 0.23 0.18 0.35 0.46
H 13.90784 8.08865 6.10055 0.41 -0.10 0.30 0.39
H 12.94275 10.04690 7.01063 0.10 0.26 0.11 0.48
Te 13.20108 15.13834 7.11633 0.68 0.17 0.66 0.26
C 15.17313 15.83777 7.10016 0.75 0.39 -0.52 0.37
C 15.77526 16.49256 6.06134 -0.11 0.31 0.45 -0.55
C 17.15424 16.77018 6.26346 0.10 -0.12 -1.11 -0.46
C 17.66743 16.18296 7.35691 -0.22 -0.12 0.82 -0.45
S 16.39466 15.46857 8.25862 -0.30 -0.55 0.86 -0.09
H 15.26005 16.78677 5.18153 -0.41 0.31 -0.60 0.43
H 17.76417 17.32034 5.55996 -0.09 0.02 -0.01 0.39
H 18.68084 16.20901 7.74044 -0.22 -0.01 -0.03 0.43